Computed, not measured: one molecule with the formula C6H8O2, with ωB97M-V with the def2-TZVPD basis set.

Properties
- M (g/mol) = 112.1
- LUMO energy (eV) = 0.82

Positions of all 16 atoms, in Å:
C1 0.274 -0.285 1.433
C2 0.418 0.623 0.301
C3 -0.845 1.540 0.445
C4 -0.985 0.485 -0.470
O1 -1.162 -0.939 -0.599
C5 0.223 -1.309 -1.050
C6 1.026 0.059 -0.953
O2 1.915 0.441 -1.647
H1 0.828 -1.325 1.280
H2 0.974 0.256 2.203
H3 -0.799 -0.141 1.742
H4 -1.432 1.525 1.317
H5 -0.678 2.526 -0.083
H6 -0.743 0.695 -1.673
H7 0.549 -2.102 -0.223
H8 0.437 -2.050 -2.022

Atomic partial charges in e from the natural (NBO) method, atoms 1 to 5:
1. C -0.62
2. C -0.24
3. C -0.40
4. C 0.13
5. O -0.52

Computed, not measured: one molecule with the formula C6H8O2, with ωB97M-V with the def2-TZVPD basis set.

Properties
- M (g/mol) = 112.1
- LUMO energy (eV) = 0.69

Positions of all 16 atoms, in Å:
C1 -0.528 -2.505 -0.048
C2 -0.746 -1.275 -0.391
C3 -1.133 -0.089 -0.803
C4 -0.773 1.175 -0.074
O1 -1.683 1.542 0.915
C5 0.574 0.645 0.620
C6 1.816 0.711 -0.218
O2 0.540 0.466 1.817
H1 -1.248 -3.078 0.514
H2 0.402 -3.005 -0.278
H3 -1.596 0.045 -1.770
H4 -0.610 2.005 -0.765
H5 -1.377 1.127 1.742
H6 2.631 0.191 0.280
H7 2.096 1.757 -0.341
H8 1.635 0.287 -1.201

Atomic partial charges in e from the natural (NBO) method, atoms 1 to 5:
1. C -0.47
2. C 0.09
3. C -0.31
4. C -0.02
5. O -0.71

Computed, not measured: one molecule with the formula C6H8O2, with ωB97M-V with the def2-TZVPD basis set.

Properties
- M (g/mol) = 112.1
- LUMO energy (eV) = 0.94

Positions of all 16 atoms, in Å:
C1 -1.595 0.663 0.646
C2 -0.857 0.786 -0.671
C3 0.658 0.852 -0.631
O1 1.317 0.695 0.612
C4 1.558 -0.588 0.954
C5 0.950 -1.641 0.420
O2 -0.005 -1.557 -0.545
C6 -0.049 -0.334 -1.217
H1 -1.664 1.665 1.102
H2 -1.084 -0.026 1.325
H3 -2.620 0.286 0.450
H4 -1.328 1.440 -1.386
H5 1.245 1.513 -1.269
H6 2.281 -0.642 1.775
H7 1.162 -2.654 0.736
H8 0.032 -0.460 -2.302

Atomic partial charges in e from the natural (NBO) method, atoms 1 to 5:
1. C -0.61
2. C -0.26
3. C 0.05
4. O -0.49
5. C 0.03

Computed, not measured: one molecule with the formula C6H8O2, with ωB97M-V with the def2-TZVPD basis set.

Properties
- M (g/mol) = 112.1
- LUMO energy (eV) = 0.61

Positions of all 16 atoms, in Å:
C1 -2.865 -0.505 0.136
C2 -1.674 0.124 -0.345
C3 -0.687 1.005 0.409
C4 -0.250 0.058 -0.764
C5 0.722 -0.874 -0.273
C6 2.025 -0.025 -0.143
O1 1.823 1.225 -0.285
O2 3.268 -0.646 0.197
H1 -2.830 -1.630 -0.259
H2 -3.749 0.174 0.697
H3 -0.146 0.662 1.325
H4 -0.799 2.143 0.131
H5 -0.013 1.059 -1.384
H6 0.719 -1.814 -0.692
H7 0.611 -1.188 0.868
H8 3.846 0.233 0.381

Atomic partial charges in e from the natural (NBO) method, atoms 1 to 5:
1. C -0.43
2. C -0.02
3. C -0.41
4. C -0.32
5. C -0.52

Computed, not measured: one molecule with the formula C6H8O2, with ωB97M-V with the def2-TZVPD basis set.

Properties
- M (g/mol) = 112.1
- LUMO energy (eV) = 0.99

Positions of all 16 atoms, in Å:
C1 1.863 -0.056 -1.739
C2 1.002 -0.049 -0.782
O1 1.121 0.565 0.473
C3 0.211 -0.061 1.530
C4 -1.296 0.111 1.224
C5 -1.264 0.569 -0.202
O2 -1.613 0.125 -1.528
C6 -0.435 -0.406 -0.975
H1 2.864 0.351 -1.606
H2 1.683 -0.457 -2.774
H3 0.463 -1.119 1.513
H4 0.526 0.352 2.489
H5 -1.832 -0.895 1.389
H6 -1.534 0.778 1.998
H7 -0.998 1.624 -0.290
H8 -0.760 -1.432 -0.720

Atomic partial charges in e from the natural (NBO) method, atoms 1 to 5:
1. C -0.43
2. C 0.26
3. O -0.52
4. C -0.06
5. C -0.46

Computed, not measured: C6H8O2 as an isolated structure, with ωB97M-V with the def2-TZVPD basis set.

Properties
- M (g/mol) = 112.1
- LUMO energy (eV) = 0.08

Positions of all 16 atoms, in Å:
C1 -0.331 0.920 -1.016
C2 -0.555 -0.550 -0.654
C3 -0.839 -0.796 0.838
C4 -0.345 0.442 1.735
C5 0.954 0.768 -0.303
C6 0.982 -0.539 -1.072
H1 -1.528 -0.551 -1.402
H2 -0.056 -1.691 1.268
H3 -1.861 -1.000 0.840
H4 -1.050 1.359 1.807
H5 -0.160 -0.044 2.804
H6 1.794 1.263 -0.776
H7 1.671 -1.350 -0.729
H8 0.924 -0.324 -2.150
O1 -0.473 1.515 -2.234
O2 0.872 0.578 1.044

Atomic partial charges in e from the natural (NBO) method, atoms 1 to 5:
1. C 0.53
2. C -0.32
3. C -0.42
4. C -0.07
5. C 0.00

Gap between HOMO and LUMO for every record listed, in sequence, given in Ha: 0.353; 0.377; 0.337; 0.349; 0.382; 0.342.